# C14H18N2O2

One molecule with the formula C14H18N2O2 in a non-equilibrium geometry (ωB97M-V/def2-TZVPD, the Open Molecules 2025 dataset).

The value obtained for the energy above the lowest of the compared OMol25 structures with the same formula, charge and spin is 281.70 kcal per mole. The multiplicity is 1. The lowest unoccupied orbital energy comes out at 0.62 eV. The value obtained for the energy is -803.8788 Ha. As for the net charge: 0. Its SMILES is CCOC(=O)CN(C)Cc1c[nH]c2ccccc12.

Each atom is followed by the atoms it is bonded to, with distances in Å.
Atoms and positions in Å:
1 C 3.726 -2.931 1.261  C2 1.635, H34 0.969, H35 1.071, H36 0.985
2 C 4.018 -1.398 0.773  C1 1.635, H3 1.106, H4 1.084, O5 1.327
3 H 4.964 -1.397 0.199  C2 1.106
4 H 4.099 -0.748 1.637  C2 1.084
5 O 3.323 -0.802 -0.187  C2 1.327, C6 1.336
6 C 2.120 -0.528 0.327  O5 1.336, O7 1.305, C8 1.691
7 O 1.834 -0.473 1.599  C6 1.305
8 C 1.222 -0.095 -1.038  C6 1.691, N9 1.473, H32 1.116, H33 0.957
9 N 0.288 -1.217 -1.240  C8 1.473, C10 1.378, C14 1.599
10 C -0.287 -1.208 -2.492  N9 1.378, H11 1.227, H12 1.027, H13 0.918
11 H 0.537 -1.572 -3.325  C10 1.227
12 H -0.710 -0.393 -2.953  C10 1.027
13 H -0.864 -1.917 -2.568  C10 0.918
14 C -0.925 -1.321 -0.204  N9 1.599, C15 1.538, H30 1.023, H31 1.039
15 C -1.773 -0.046 -0.337  C14 1.538, C16 1.309, C23 1.290
16 C -2.925 -0.164 -0.948  C15 1.309, N17 1.538, H29 1.068
17 N -3.566 1.222 -0.759  C16 1.538, C18 1.269, H28 1.210
18 C -2.863 1.853 0.088  N17 1.269, C19 1.424, C23 1.357
19 C -3.222 3.206 0.348  C18 1.424, C20 1.493, H27 0.955
20 C -2.278 3.566 1.447  C19 1.493, C21 1.393, H26 1.206
21 C -1.069 2.965 1.789  C20 1.393, C22 1.571, H25 0.917
22 C -0.898 1.449 1.416  C21 1.571, C23 1.456, H24 1.043
23 C -1.832 1.022 0.384  C15 1.290, C18 1.357, C22 1.456
24 H -0.090 0.924 1.814  C22 1.043
25 H -0.445 3.413 2.291  C21 0.917
26 H -2.469 4.712 1.771  C20 1.206
27 H -3.910 3.862 0.260  C19 0.955
28 H -4.496 1.365 -1.520  N17 1.210
29 H -3.310 -0.902 -1.618  C16 1.068
30 H -1.427 -2.213 -0.220  C14 1.023
31 H -0.423 -1.282 0.706  C14 1.039
32 H 0.755 0.889 -0.795  C8 1.116
33 H 1.741 -0.066 -1.843  C8 0.957
34 H 2.904 -2.846 1.768  C1 0.969
35 H 3.824 -3.548 0.391  C1 1.071
36 H 4.429 -3.384 1.780  C1 0.985

Electronic structure analysis, Mulliken charges in units of e: number 1, C, carries -1.42; number 2, C, carries -0.30; number 3, H, carries 0.32; number 4, H, carries 0.36; number 5, O, carries -0.30; number 6, C, carries 0.54; number 7, O, carries -0.63; number 8, C, carries -0.80; number 9, N, carries 0.02; number 10, C, carries -1.48; number 11, H, carries 0.31; number 12, H, carries 0.47; number 13, H, carries 0.69; number 14, C, carries -1.48; number 15, C, carries 1.54; number 16, C, carries -0.92; number 17, N, carries -0.13; number 18, C, carries -0.54; number 19, C, carries -1.22; number 20, C, carries -0.21; number 21, C, carries -1.10; number 22, C, carries -0.63; number 23, C, carries 0.75; number 24, H, carries 0.69; number 25, H, carries 0.73; number 26, H, carries 0.19; number 27, H, carries 0.53; number 28, H, carries 0.36; number 29, H, carries 0.41; number 30, H, carries 0.59; number 31, H, carries 0.36; number 32, H, carries 0.25; number 33, H, carries 0.76; number 34, H, carries 0.47; number 35, H, carries 0.32; number 36, H, carries 0.49